Record 1
{"formula": "C6H8", "method": "ωB97M-V with the def2-TZVPD basis set", "elements": ["C", "C", "C", "C", "C", "C", "H", "H", "H", "H", "H", "H", "H", "H"], "xyz": [[-2.799, -0.550, -0.047], [-1.689, 0.510, -0.001], [-0.311, -0.125, 0.079], [0.813, 0.612, 0.022], [2.135, 0.077, 0.013], [3.208, -0.447, -0.036], [-2.567, -1.317, -0.831], [-3.721, 0.008, -0.311], [-2.972, -1.080, 0.922], [-1.841, 1.125, 0.899], [-1.725, 1.218, -0.821], [-0.235, -1.233, 0.190], [0.757, 1.691, -0.136], [4.168, -0.869, -0.094]], "lowdin_charge": [-0.130, -0.270, -0.100, -0.151, -0.161, 0.110, 0.081, 0.071, 0.081, 0.112, 0.104, 0.127, 0.111, 0.014], "e_lumo_ev": 1.0839, "homo_ha": -0.326, "multiplicity": 1}

---

Record 2
{"formula": "C6H8", "method": "ωB97M-V with the def2-TZVPD basis set", "elements": ["C", "C", "C", "C", "C", "C", "H", "H", "H", "H", "H", "H", "H", "H"], "xyz": [[-1.731, -0.817, -0.280], [-2.165, 0.412, 0.371], [1.782, -0.496, 1.451], [-1.347, -1.768, -0.910], [1.976, 0.103, 0.426], [2.081, 0.909, -0.793], [-2.679, 0.189, 1.329], [-2.977, 0.965, -0.145], [-1.250, 0.978, 0.581], [1.343, -0.957, 2.354], [-1.169, -2.775, -1.135], [1.105, 1.448, -0.858], [2.184, 0.172, -1.593], [2.846, 1.636, -0.798]], "lowdin_charge": [-0.212, -0.120, 0.066, 0.087, -0.225, -0.105, 0.083, 0.086, 0.067, 0.042, 0.009, 0.087, 0.080, 0.054], "e_lumo_ev": 0.9542, "homo_ha": -0.359, "multiplicity": 1}

---

Record 3
{"formula": "C6H8", "method": "ωB97M-V with the def2-TZVPD basis set", "elements": ["C", "C", "C", "C", "C", "C", "H", "H", "H", "H", "H", "H", "H", "H"], "xyz": [[-0.618, -1.009, -0.941], [1.069, 0.205, 1.010], [0.929, 0.965, -0.291], [-0.412, 0.479, -0.784], [-1.129, -0.283, 0.300], [-0.085, -0.357, 1.389], [0.146, -1.739, -0.683], [-1.131, -1.265, -1.867], [2.022, 0.119, 1.526], [1.702, 0.752, -1.039], [0.940, 2.049, -0.094], [-1.019, 1.087, -1.450], [-2.176, -0.149, 0.575], [-0.239, -0.852, 2.347]], "lowdin_charge": [-0.079, -0.095, -0.160, -0.262, -0.221, -0.071, 0.104, 0.097, 0.098, 0.112, 0.113, 0.135, 0.127, 0.101], "e_lumo_ev": 1.2423, "homo_ha": -0.329, "multiplicity": 1}

---

Record 4
{"formula": "C6H8", "method": "ωB97M-V with the def2-TZVPD basis set", "elements": ["C", "C", "C", "C", "C", "C", "H", "H", "H", "H", "H", "H", "H", "H"], "xyz": [[-1.824, -0.633, 2.245], [-1.033, -0.676, 1.334], [-0.088, -0.618, 0.218], [-0.422, 0.038, -1.174], [1.021, 0.581, -1.165], [1.060, 0.420, 0.355], [-2.576, -0.591, 3.006], [0.164, -1.596, -0.178], [-0.643, -0.630, -2.021], [-1.219, 0.774, -1.085], [1.710, -0.142, -1.620], [1.197, 1.569, -1.588], [0.633, 1.308, 0.838], [2.020, 0.196, 0.836]], "lowdin_charge": [0.106, -0.105, -0.320, -0.139, -0.189, -0.148, 0.022, 0.134, 0.104, 0.106, 0.108, 0.099, 0.115, 0.107], "e_lumo_ev": 1.1710, "homo_ha": -0.357, "multiplicity": 1}

---

Record 5
{"formula": "C6H8", "method": "ωB97M-V with the def2-TZVPD basis set", "elements": ["C", "C", "C", "C", "C", "C", "H", "H", "H", "H", "H", "H", "H", "H"], "xyz": [[-1.357, -1.999, -0.775], [-0.763, -0.787, -0.943], [0.213, -0.132, 0.039], [0.886, -0.867, 0.942], [0.493, 1.366, -0.156], [0.453, 2.480, 0.628], [-2.008, -2.254, -1.582], [-1.362, -2.664, 0.186], [-0.839, -0.034, -1.766], [0.753, -1.957, 1.097], [1.566, -0.418, 1.645], [1.065, 1.481, -1.257], [0.865, 3.452, 0.243], [0.035, 2.333, 1.698]], "lowdin_charge": [-0.004, -0.145, -0.333, 0.042, -0.186, -0.025, 0.029, 0.099, 0.101, 0.068, 0.054, 0.152, 0.061, 0.086], "e_lumo_ev": 0.6847, "homo_ha": -0.329, "multiplicity": 1}

---

Record 6
{"formula": "C6H8", "method": "ωB97M-V with the def2-TZVPD basis set", "elements": ["C", "C", "C", "C", "C", "C", "H", "H", "H", "H", "H", "H", "H", "H"], "xyz": [[-0.139, 1.739, -0.864], [-0.030, 0.353, -0.369], [-0.930, -0.844, -0.503], [-0.184, -1.414, 0.742], [0.785, -0.229, 0.574], [2.014, 0.276, 1.050], [-0.839, 2.257, -0.194], [-0.551, 1.805, -1.874], [0.825, 2.246, -0.787], [-0.698, -1.412, -1.413], [-2.013, -0.685, -0.459], [-0.795, -1.302, 1.643], [0.198, -2.436, 0.688], [2.388, -0.410, 1.841]], "lowdin_charge": [-0.027, -0.216, -0.113, -0.126, -0.348, 0.131, 0.102, 0.084, 0.082, 0.124, 0.114, 0.105, 0.101, -0.013], "e_lumo_ev": -0.6213, "homo_ha": -0.293, "multiplicity": 1}

---

- What is the formula in the first record?
  C6H8